No. 1
Computed, not measured: the ion C4H7BrNS with charge +1 at a distorted geometry, with ωB97M-V/def2-TZVPD.

Computed properties:
E_LUMO: -4.1 eV
SMILES: [NH3+][C@]1(Br)C=CSC1
DFT total energy: -3183.260271 Eh
Molecular weight: 181.1 g/mol
Net charge: +1
Relative energy (zero: lowest compared OMol25 entry of this formula, charge and spin): 170.14 kJ/mol

Element x y z (Å)
1 Br -2.49 -0.03 -0.75
2 S 1.66 -1.47 -0.51
3 N -0.30 1.60 0.04
4 C 0.42 -0.40 -1.36
5 C 0.86 -1.48 1.04
6 C -0.14 -0.67 1.16
7 C -0.55 0.08 -0.13
8 H -0.07 2.20 -0.78
9 H 0.88 0.46 -1.75
10 H -0.14 -0.98 -2.04
11 H -1.26 1.96 0.37
12 H -0.59 -0.69 2.09
13 H 1.19 -2.11 1.86
14 H 0.52 1.52 0.77

Mulliken population analysis, charges in e, atoms 1 to 8:
1 Br -0.012
2 S -0.085
3 N -0.403
4 C -0.699
5 C -0.089
6 C -0.902
7 C 0.244
8 H 0.346

=====

No. 2
Computed, not measured: a cluster of 2 separate species, C4H7BrO2 in total at a distorted geometry, with ωB97M-V/def2-TZVPD.

Computed properties:
E_LUMO: -1.2 eV
DFT total energy: -2880.968303 Eh
Molecular weight: 167.0 g/mol
Relative energy (zero: lowest compared OMol25 entry of this formula, charge and spin): 326.74 kJ/mol

Element x y z (Å)
1 Br 0.16 1.88 3.42
2 O -1.72 0.71 1.80
3 O 0.64 1.06 0.36
4 C -0.72 1.29 1.98
5 C 0.26 0.18 -1.84
6 C 0.28 -1.29 0.29
7 C -0.03 0.08 -0.33
8 H 1.32 -1.56 -0.06
9 H 0.31 -1.18 1.37
10 H -0.41 -2.20 -0.12
11 H 0.38 1.35 -1.98
12 H -1.06 0.13 -0.11
13 H 1.18 -0.28 -2.17
14 H -0.59 -0.15 -2.61

Mulliken population analysis, charges in e, atoms 1 to 8:
1 Br 0.087
2 O -0.283
3 O -0.609
4 C 0.457
5 C -1.083
6 C -1.051
7 C 0.560
8 H 0.278

=====

No. 3
Computed, not measured: an isolated molecule of C4H7BrOS at a distorted geometry, with ωB97M-V/def2-TZVPD.

Computed properties:
E_LUMO: 0.6 eV
DFT total energy: -3203.967357 Eh
Molecular weight: 183.1 g/mol
Relative energy (zero: lowest compared OMol25 entry of this formula, charge and spin): 122.19 kJ/mol

Element x y z (Å)
1 Br 0.15 2.70 1.02
2 S 0.35 -1.73 0.04
3 O -0.08 -2.64 1.11
4 C -1.04 -0.73 -0.45
5 C 1.03 -0.17 0.94
6 C 0.56 1.14 -0.11
7 C -0.47 0.63 -1.00
8 H 0.52 0.03 1.98
9 H -1.62 -0.64 0.42
10 H 2.09 -0.37 1.01
11 H -0.03 0.29 -2.09
12 H -1.30 1.27 -1.20
13 H -1.70 -1.22 -1.01
14 H 1.56 1.44 -0.67

Mulliken population analysis, charges in e, atoms 1 to 8:
1 Br -0.133
2 S 0.409
3 O -0.608
4 C -0.908
5 C -0.644
6 C -0.222
7 C -0.498
8 H 0.346

=====

No. 4
Computed, not measured: a structure of composition C4H7Cl at a distorted geometry, with ωB97M-V/def2-TZVPD.

Computed properties:
E_LUMO: 0.2 eV
DFT total energy: -616.561908 Eh
Molecular weight: 90.6 g/mol
Relative energy (zero: lowest compared OMol25 entry of this formula, charge and spin): 566.12 kJ/mol

Element x y z (Å)
1 Cl -0.32 2.18 -0.95
2 C -0.41 0.68 0.25
3 C 0.43 -0.34 -0.22
4 C -1.51 0.43 1.11
5 C 1.54 -0.65 -1.12
6 H 2.47 -0.71 -0.52
7 H 1.29 -1.84 -1.55
8 H -2.28 1.51 0.67
9 H 0.35 -1.12 0.71
10 H 1.71 0.14 -1.93
11 H -1.22 0.70 2.58
12 H -2.02 -0.99 0.97

Mulliken population analysis, charges in e, atoms 1 to 8:
1 Cl -0.278
2 C 0.346
3 C -0.136
4 C -0.766
5 C -0.809
6 H 0.260
7 H 0.223
8 H 0.235

=====

No. 5
Computed, not measured: an isolated molecule of C4H7Cl2N3O2 at a distorted geometry, with ωB97M-V/def2-TZVPD.

Computed properties:
E_LUMO: 0.3 eV
SMILES: [O-]/[N+](O)=C/[C@@H](Cl)NC/N=C/Cl
DFT total energy: -1391.569371 Eh
Molecular weight: 200.0 g/mol

Element x y z (Å)
1 Cl 1.15 1.27 2.92
2 Cl -0.48 -2.63 -1.56
3 O -1.44 -1.58 1.34
4 O 0.28 -2.05 2.66
5 N 0.02 -1.63 1.57
6 N -0.97 -0.11 -0.92
7 N -0.25 1.40 0.79
8 C 0.12 -1.06 -0.90
9 C 0.88 1.33 1.24
10 C 0.72 -1.29 0.50
11 C -0.48 1.27 -0.59
12 H 1.88 1.09 0.65
13 H 0.88 -0.63 -1.59
14 H -1.80 -1.85 2.24
15 H 1.72 -1.48 0.77
16 H 0.42 1.55 -1.08
17 H -1.17 2.14 -0.74
18 H -1.70 -0.47 -0.19

Mulliken population analysis, charges in e, atoms 1 to 8:
1 Cl -0.113
2 Cl -0.179
3 O -0.531
4 O -0.712
5 N 0.916
6 N -0.475
7 N -0.309
8 C 0.121

=====

No. 6
Computed, not measured: an isolated molecule of C4H7Cl2O4P at a distorted geometry, with ωB97M-V/def2-TZVPD.

Computed properties:
E_LUMO: 0.5 eV
SMILES: COC(=O)[C@@H](OC)P(=O)(Cl)Cl
DFT total energy: -1719.332250 Eh
Molecular weight: 221.0 g/mol
Relative energy (zero: lowest compared OMol25 entry of this formula, charge and spin): 120.44 kJ/mol

Element x y z (Å)
1 Cl 2.86 1.49 -1.15
2 Cl 3.30 -1.37 -0.06
3 P 2.36 0.37 0.37
4 O 2.87 0.90 1.62
5 O -1.47 0.80 -0.40
6 O 0.19 2.09 0.41
7 O 0.17 -1.36 -0.42
8 C 0.40 -0.30 0.38
9 C -2.36 1.89 -0.81
10 C 0.04 -2.69 0.24
11 C -0.27 1.02 0.08
12 H -2.77 2.50 -0.06
13 H -1.95 2.52 -1.51
14 H 0.03 -2.55 1.36
15 H -3.32 1.58 -1.37
16 H -1.01 -3.01 -0.08
17 H 0.68 -3.39 -0.06
18 H 0.26 -0.49 1.47

Mulliken population analysis, charges in e, atoms 1 to 8:
1 Cl -0.180
2 Cl -0.260
3 P 0.880
4 O -0.579
5 O -0.280
6 O -0.569
7 O -0.342
8 C 0.344